No. 1
This record from the Open Molecules 2025 dataset describes a cluster of 4 separate species, C24H23O16PS in total. The level of theory is ωB97M-V with the def2-TZVPD basis set.

Output
frontier orbital gap	7.33	eV
HOMO level	-9.0	eV
SMILES	CC1(C)C[C@@H](P(O)(O)=S)OC1=O.O=C1C=C(O)C(=O)C=C1O.O=C1C=C(O)C(=O)C=C1O.O=C1C=C(O)C(=O)C=C1O
LUMO level	-1.657	eV

Each line ends with the Mulliken charge.
Positions of all 65 atoms, in Å:
1 C 5.43382 -1.73601 1.72559  -1.3633
2 C 4.15809 -0.98148 1.04837  1.7668
3 C 4.35282 0.60905 1.09397  -1.2345
4 C 2.93884 -1.63170 1.89181  -1.2231
5 C 1.78155 -1.90471 0.80929  0.2467
6 P 0.57817 -0.45007 0.87150  0.3136
7 O -0.68057 -0.93388 1.95799  -0.3428
8 O 1.24185 1.00300 1.46299  -0.4410
9 S -0.26529 -0.03191 -0.83149  -0.4044
10 O 2.53722 -2.16846 -0.38755  -0.3604
11 C 3.74257 -1.38673 -0.44238  0.0068
12 O 4.24755 -1.10947 -1.53852  -0.5708
13 H 5.20467 -1.75034 2.85523  0.3236
14 H 6.41057 -1.19729 1.49744  0.3717
15 H 5.45510 -2.82779 1.39200  0.3527
16 H 5.48348 0.80551 1.05057  0.3485
17 H 3.86049 1.09653 2.01339  0.1002
18 H 3.87159 1.12885 0.18621  0.5177
19 H 2.69675 -1.10425 2.87032  0.1780
20 H 3.34297 -2.68779 2.11881  0.5051
21 H 1.28842 -2.87158 1.18257  0.4119
22 H -0.59942 -0.28270 2.69246  0.3071
23 H 1.57225 0.89664 2.39070  0.3309
24 C 4.35582 3.89320 -2.75337  -1.0223
25 C 4.46362 5.08336 -3.34830  0.4494
26 C 3.90325 6.31719 -2.72588  0.9380
27 O 4.03700 7.38946 -3.28879  -0.6080
28 C 3.20064 6.18313 -1.44577  -0.7976
29 C 3.09010 4.99246 -0.85316  0.2525
30 C 3.67447 3.76424 -1.46250  0.6810
31 O 3.56954 2.69692 -0.88239  -0.4172
32 O 2.43897 4.85098 0.33290  -0.5765
33 O 5.09050 5.21973 -4.54709  -0.5653
34 H 4.75973 2.99082 -3.19292  0.4649
35 H 2.78319 7.08237 -1.01327  0.4265
36 H 2.49792 3.89992 0.54959  0.3054
37 H 5.03639 6.17132 -4.76146  0.3470
38 C -4.35976 -0.94879 -5.02862  -0.9491
39 C -5.43315 -1.59493 -4.56877  0.4056
40 C -5.32060 -2.62540 -3.49683  0.9377
41 O -6.32598 -3.18149 -3.08871  -0.6297
42 C -3.98540 -2.93262 -2.97617  -0.8648
43 C -2.91058 -2.28880 -3.43840  0.3103
44 C -3.02675 -1.23903 -4.49079  0.9487
45 O -2.02689 -0.65922 -4.87579  -0.6179
46 O -1.66676 -2.56452 -2.96721  -0.5460
47 O -6.67632 -1.33898 -5.05900  -0.5670
48 H -4.42839 -0.19775 -5.80423  0.4129
49 H -3.91527 -3.69438 -2.21147  0.4517
50 H -1.06521 -1.96861 -3.45548  0.3446
51 H -7.27656 -1.93064 -4.56505  0.3473
52 C -5.03457 -2.77252 3.29876  -0.8266
53 C -4.25932 -1.85637 2.71312  0.3224
54 C -3.66898 -0.72815 3.48862  1.0270
55 O -2.95155 0.07774 2.92300  -0.6591
56 C -3.98629 -0.63439 4.91705  -1.0252
57 C -4.76396 -1.54844 5.50137  0.3744
58 C -5.33234 -2.69201 4.73166  0.9366
59 O -6.02340 -3.51735 5.30342  -0.6055
60 O -5.06969 -1.47402 6.82432  -0.5714
61 O -3.97528 -1.91588 1.38497  -0.5043
62 H -5.46731 -3.59715 2.74832  0.4446
63 H -3.56611 0.19870 5.46438  0.4250
64 H -5.64061 -2.24679 7.00243  0.3495
65 H -3.39761 -1.14672 1.20625  0.3095

Cartesian forces, eV/Å:
-0.64 0.18 -0.43
-0.36 -0.23 0.85
-0.22 0.07 -0.46
1.00 -0.85 -0.96
1.74 -0.49 2.66
-2.69 0.85 -1.61
3.46 1.33 -0.38
-0.40 -2.73 0.99
0.80 -0.32 0.81
0.06 1.61 0.36
0.73 0.26 -1.82
-1.59 -1.12 4.14
0.68 0.22 -1.71
-1.28 -0.88 0.33
0.17 1.49 0.34
-1.76 -0.05 0.22
1.07 -0.90 -1.15
0.90 -1.17 1.62
0.14 -0.59 -1.36
-0.87 1.63 0.07
0.14 1.61 -1.08
-0.68 -0.60 -0.35
-0.17 0.20 -0.92
-0.11 -0.25 0.32
0.66 -0.46 -1.07
-0.36 0.56 0.41
0.14 -0.37 -0.15
0.14 0.20 -0.28
-0.71 0.45 1.06
0.35 -0.50 -0.55
-0.26 0.73 -0.09
0.72 -0.46 -0.99
-0.65 0.47 1.06
-0.02 0.02 0.02
0.01 -0.03 -0.01
-0.10 0.10 -0.01
0.04 -0.12 -0.03
0.33 0.05 0.01
-0.82 0.63 -0.79
0.29 -0.54 0.59
-0.05 0.28 -0.32
-0.48 -0.04 -0.03
1.02 -0.68 0.84
-0.13 0.55 -0.55
-0.05 -0.32 0.27
-0.98 0.61 -0.88
0.79 -0.61 0.77
0.00 -0.02 0.03
0.00 0.04 -0.01
0.05 -0.05 0.19
0.04 0.09 -0.07
-0.17 -0.14 0.40
-0.05 -0.52 -1.41
0.13 0.49 0.55
-0.29 -0.15 -0.03
0.22 0.11 -0.32
0.05 0.57 1.25
-0.27 -0.59 -0.62
0.18 0.36 0.23
-0.05 -0.56 -1.19
0.05 0.60 1.33
0.02 0.03 0.01
-0.03 -0.02 0.00
0.06 0.10 0.03
0.06 -0.16 -0.12

***

No. 2
This record from the Open Molecules 2025 dataset describes a structure of composition C5H11NO3. The level of theory is ωB97M-V with the def2-TZVPD basis set.

Output
frontier orbital gap	8.72	eV
HOMO level	-8.3	eV
LUMO level	0.459	eV
energy relative to the best compared isomer or geometry (same formula, charge and spin)	76.7	kcal/mol

Each line ends with the Mulliken charge.
Positions of all 20 atoms, in Å:
1 C -0.82348 0.20804 0.33299  0.4348
2 C -1.25159 -0.95481 -0.54521  -1.3182
3 C -0.67173 -0.14445 1.80465  -1.5024
4 C 0.24764 1.62012 -0.43058  0.6478
5 O -0.34153 1.76723 -1.65732  -0.4794
6 O 0.40096 2.53224 0.35608  -0.6349
7 H -0.69785 2.66936 -1.65361  0.3515
8 H -1.64296 0.93162 0.29426  0.2618
9 H -2.25454 -1.30769 -0.27438  0.4151
10 H -1.62940 -0.44240 2.24680  0.4270
11 H -0.61919 -1.83687 -0.40220  0.2468
12 H -1.28476 -0.66301 -1.59772  0.3146
13 H 0.01992 -0.98005 1.96605  0.3317
14 H -0.33417 0.72113 2.38407  0.3119
15 N 1.91343 -1.31262 -0.74233  -0.2816
16 C 1.68834 -0.13581 -0.16134  0.0119
17 O 1.82023 0.93119 -0.87409  -0.5413
18 H 1.77708 -2.16550 -0.22265  0.2665
19 H 1.98417 -1.37143 -1.74767  0.2474
20 H 1.69943 -0.06628 0.92420  0.4890

Cartesian forces, eV/Å:
0.18 1.70 -0.85
0.04 -0.21 0.05
0.43 0.18 -0.04
-2.95 -0.59 2.72
0.33 -0.04 -0.31
0.25 -0.30 -0.50
0.32 -0.08 -0.05
0.01 -0.01 -0.02
0.00 0.22 0.03
0.03 -0.04 -0.22
0.09 0.09 -0.22
0.13 -0.13 0.07
-0.01 0.04 0.07
0.13 -0.07 -0.13
-0.38 0.08 0.84
2.34 1.38 -2.25
-0.39 -2.22 0.74
0.14 0.04 -0.03
-0.07 0.20 0.06
-0.62 -0.26 0.03

***

No. 3
This record from the Open Molecules 2025 dataset describes a structure of composition C15H32As2HgN2O5. The level of theory is ωB97M-V with the def2-TZVPD basis set.

Output
frontier orbital gap	7.21	eV
HOMO level	-7.0	eV
LUMO level	0.190	eV

Each line ends with the Mulliken charge.
Positions of all 57 atoms, in Å:
1 O 4.62231 -1.13150 -3.42973  -0.6263
2 H 4.90020 -0.37532 -4.00965  0.3054
3 Hg 0.98552 0.24381 -1.63642  1.4843
4 N -1.47437 -0.11208 -2.20151  0.0860
5 N 0.80845 -1.27956 -3.31488  0.3042
6 O -2.75237 0.11733 -1.72852  -0.5717
7 O 1.83692 -1.75052 -3.85877  -0.7662
8 C -1.57527 -1.03100 -3.15834  0.2230
9 C -0.41412 -1.54465 -3.84230  0.2292
10 C -2.95304 -1.50151 -3.44422  -1.2828
11 C -0.42273 -2.31893 -5.11806  -1.3005
12 H -3.59301 -0.66611 -3.75507  0.2713
13 H -3.41368 -1.91733 -2.53947  0.2709
14 H -2.96867 -2.26406 -4.22852  0.3973
15 H 0.08269 -3.28476 -4.97886  0.2800
16 H 0.11709 -1.76773 -5.90472  0.2876
17 H -1.43239 -2.51489 -5.49575  0.3818
18 H -2.76962 0.97262 -1.22464  0.4051
19 H 3.68358 -0.82819 -3.26730  0.3001
20 O 0.35238 -2.38008 -0.47795  -0.4934
21 H -0.53387 -2.74271 -0.68927  0.2616
22 H 0.93605 -3.14857 -0.54530  0.2396
23 C 1.03477 2.16960 -2.31808  -1.5499
24 H 1.52532 2.93585 -1.70019  0.3841
25 H 0.42174 2.42906 -3.20725  0.3453
26 H 1.85605 1.71089 -2.87266  0.3441
27 O -3.40674 2.39457 -0.41382  -0.6749
28 H -3.12101 3.13075 -0.98272  0.3257
29 H -4.35918 2.28109 -0.55940  0.3147
30 C -2.91823 -0.55010 2.73131  -1.3359
31 As -1.14587 -0.71225 1.92210  0.6971
32 C -0.71661 -2.50636 2.59499  -1.2514
33 C -0.15517 0.22516 3.33055  0.3912
34 C -0.53104 0.20927 4.66990  -0.0554
35 C 0.23582 0.86929 5.63991  -0.8178
36 C 1.40044 1.54656 5.27175  -0.5330
37 C 1.80863 1.57667 3.92428  -0.6032
38 C 1.02384 0.91737 2.97782  -0.3823
39 As 1.51272 1.10169 1.00947  0.3825
40 C 1.31492 3.04881 1.02209  -1.1196
41 C 3.43725 0.92295 1.17736  -1.2220
42 H -3.63349 -0.80642 1.93968  0.3937
43 H -3.05595 0.49053 3.03982  0.3745
44 H -3.00478 -1.23939 3.57614  0.3740
45 H 0.33499 -2.69681 2.35846  0.2746
46 H -0.88860 -2.52523 3.67545  0.4924
47 H -1.36021 -3.22412 2.07434  0.3930
48 H -1.42867 -0.31005 4.97167  0.2822
49 H -0.07413 0.85824 6.68916  0.3661
50 H 2.00839 2.06338 6.01582  0.3772
51 H 2.72475 2.11541 3.63042  0.1946
52 H 2.15089 3.48703 1.57861  0.3745
53 H 1.29398 3.40235 -0.01093  0.3495
54 H 0.35778 3.27477 1.50950  0.2820
55 H 3.87244 1.85996 1.52897  0.3805
56 H 3.64832 0.10663 1.87227  0.3453
57 H 3.81461 0.66857 0.18241  0.4205

Cartesian forces, eV/Å:
-0.95 2.23 -0.50
0.08 -1.17 0.67
-1.66 -1.64 0.74
-0.11 -1.67 -1.82
-2.24 -0.57 0.18
-0.57 1.13 1.17
0.52 0.15 -0.34
0.06 1.65 1.69
2.13 0.43 0.58
-0.53 -0.79 -0.89
-0.29 -0.26 -0.28
0.17 -0.19 0.08
0.13 0.09 -0.20
0.00 0.14 0.19
0.00 0.24 -0.13
0.01 -0.22 0.28
0.21 0.09 0.16
0.47 -0.83 -0.34
0.93 -1.25 -0.28
-0.55 -0.67 0.02
0.69 0.51 0.08
0.01 0.20 -0.11
1.32 1.08 -1.34
-0.73 -0.03 -0.78
-0.23 0.28 1.24
1.10 0.97 -0.74
-0.09 0.38 -0.18
-0.28 -0.32 0.29
0.34 0.19 -0.01
-0.06 -0.12 -0.19
-0.01 0.16 0.05
-0.02 0.12 -0.14
0.84 0.45 -0.03
0.41 0.34 0.30
0.08 0.02 -0.17
0.20 0.03 -0.45
-0.34 -0.17 0.51
-0.07 -0.09 -0.98
-0.33 -0.27 1.52
-0.15 -0.05 -0.21
0.15 0.02 -0.16
-0.01 0.06 0.38
-0.13 -0.23 -0.01
-0.23 0.21 -0.08
-0.25 -0.12 0.11
0.05 -0.17 -0.18
0.20 0.00 0.20
-0.10 -0.06 0.08
0.09 -0.02 -0.39
-0.23 -0.17 -0.11
-0.55 -0.32 0.21
-0.27 0.00 -0.10
0.02 0.14 0.45
0.31 0.03 -0.13
0.15 -0.19 -0.02
0.07 0.13 -0.13
0.20 0.10 0.24

***

No. 4
This record from the Open Molecules 2025 dataset describes a structure of composition C6H10N2. The level of theory is ωB97M-V with the def2-TZVPD basis set.

Output
frontier orbital gap	9.43	eV
HOMO level	-8.4	eV
LUMO level	1.073	eV
energy relative to the best compared isomer or geometry (same formula, charge and spin)	191.6	kcal/mol

Each line ends with the Mulliken charge.
Positions of all 18 atoms, in Å:
1 C -2.50134 -0.43603 0.69977  -0.9979
2 C -1.28778 0.67473 0.84527  0.2278
3 C 0.17769 0.23256 0.70743  -0.3800
4 C 1.60120 0.80604 0.48606  -0.5906
5 C 1.97968 0.09591 -0.68953  -0.4555
6 C 0.82737 -0.61332 -1.50890  -0.1551
7 H -3.43647 -0.96321 1.61414  0.2627
8 H -3.33059 0.00226 -0.08576  0.2576
9 H -2.25332 -1.52407 0.33696  0.3101
10 H -1.41052 1.67842 1.04562  0.3549
11 H 0.27549 -1.00170 1.00704  0.1744
12 H 2.33825 0.75410 1.29245  0.4241
13 H 1.77075 1.80134 0.13213  0.2293
14 H 2.24272 0.59643 -1.67954  0.2931
15 H 2.84058 -0.66301 -0.45948  0.2282
16 H 1.25434 -1.58048 -1.85423  0.3469
17 N -0.53022 -0.40381 -1.52681  -0.5474
18 N -0.55784 0.54382 -0.36260  0.0176

Cartesian forces, eV/Å:
-4.04 -1.66 0.88
-1.50 -4.03 -1.43
1.73 -2.99 2.95
-0.31 1.79 2.67
1.03 -4.43 -4.55
-2.52 -2.02 1.03
3.20 2.42 -1.87
2.48 -0.92 1.80
0.51 2.59 0.27
-1.35 1.82 0.85
-0.22 3.16 -0.94
-0.26 -0.65 0.13
-1.40 1.47 0.64
0.70 0.58 1.58
-1.69 0.99 -0.91
-0.84 0.98 -1.20
5.09 0.51 2.58
-0.63 0.39 -4.47

***

No. 5
This record from the Open Molecules 2025 dataset describes a cluster of 6 separate species, C4H18O6 in total. The level of theory is ωB97M-V with the def2-TZVPD basis set.

Output
frontier orbital gap	9.94	eV
HOMO level	-9.7	eV
SMILES	CC(C)C=O.O.O.O.O.O
LUMO level	0.234	eV
energy relative to the best compared isomer or geometry (same formula, charge and spin)	11.8	kcal/mol

Each line ends with the Mulliken charge.
Positions of all 28 atoms, in Å:
1 C -1.56745 0.00910 0.03786  0.1360
2 C -1.83680 0.92984 -1.11948  0.6277
3 C -0.95464 0.51898 -2.29011  -1.4259
4 C -1.53638 2.35811 -0.58569  -1.2917
5 O -2.32074 -0.38395 0.88667  -0.5387
6 H -0.49954 -0.30508 0.13477  0.1244
7 H -2.88986 0.89583 -1.35300  0.4293
8 H -1.51702 0.57803 -3.21192  0.3677
9 H -0.44298 -0.43356 -2.27165  0.3631
10 H -0.18756 1.28871 -2.46106  0.3068
11 H -2.23364 2.66720 0.17315  0.3944
12 H -1.66984 3.00601 -1.45275  0.3700
13 H -0.48908 2.37397 -0.32417  0.1905
14 H 0.22016 -0.52378 2.21247  0.3288
15 H 1.04602 -1.08937 3.38688  0.3247
16 O 0.99703 -0.34046 2.77470  -0.6522
17 H 2.58275 2.72248 -0.87328  0.2966
18 H 1.66971 3.74470 -0.19470  0.2796
19 O 1.65287 2.93681 -0.72324  -0.6061
20 H 1.59217 -1.89172 1.27436  0.2885
21 H 2.68900 -2.57040 0.42525  0.3448
22 O 1.84414 -2.73205 0.86436  -0.6892
23 H 2.56709 -0.24247 0.77110  0.2784
24 H 2.11704 1.17964 0.54366  0.3362
25 O 2.49225 0.42115 0.08021  -0.6251
26 H 0.13523 -2.98805 -0.05386  0.3598
27 H -1.28969 -3.44979 0.16869  0.3211
28 O -0.60043 -3.43037 -0.51011  -0.6396

Cartesian forces, eV/Å:
0.61 -0.27 0.25
0.06 -0.32 1.09
0.38 1.50 -0.96
0.01 -0.73 -1.56
-0.57 0.05 0.10
0.10 0.20 -0.36
-0.38 -0.27 -0.13
-0.35 -0.30 -0.25
-0.17 -0.34 0.44
0.10 -0.25 0.31
-0.02 -0.01 0.52
0.10 0.28 0.09
0.13 0.36 0.47
0.15 0.24 0.53
-0.10 0.24 -0.06
-0.22 -0.55 -0.54
-0.10 -0.03 -0.11
-0.02 -0.03 -0.14
0.26 0.23 0.25
0.23 -0.11 0.04
-0.19 -0.04 -0.02
0.00 0.22 0.13
0.13 0.10 0.10
-0.14 0.04 -0.17
0.03 -0.10 0.12
0.12 -0.39 -0.29
0.02 -0.07 -0.30
-0.19 0.35 0.47

***

Number 1: F_max 4.57 eV/Å, total energy -2871.709495 hartree. Number 2: F_max 4.05 eV/Å, total energy -477.503327 hartree. Number 3: F_max 2.48 eV/Å, total energy -5701.180200 hartree. Number 4: F_max 6.43 eV/Å, total energy -343.831337 hartree. Number 5: F_max 1.82 eV/Å, total energy -614.617245 hartree.